Computed, not measured: a structure of composition C33H51AsBMoN6O6S in a non-equilibrium geometry, with ωB97M-V/def2-TZVPD.

The value obtained for the gap between HOMO and LUMO is 5.43 eV. The total charge is +3. The calculation puts the energy relative to the best compared isomer or geometry (same formula, charge and spin) at 82.2 kJ/mol. The HOMO energy comes out at -17.56 eV. The calculation puts the LUMO energy at -0.4454 hartree. The energy is -130454.5252 eV.

The geometry in XYZ format:
```
100
C33H51AsBMoN6O6S, DFT ωB97M-V/def2-TZVPD
Mo 0.58 -0.89 -0.31
As 3.58 0.11 -1.31
S 1.80 -2.86 -1.82
O 3.95 -0.59 0.24
O 4.21 1.57 -1.46
O 1.57 -4.25 -1.83
O 1.87 -2.28 -0.35
O 1.80 0.12 -1.18
O 0.64 -1.99 -2.23
N -0.46 1.15 -0.91
N 1.04 0.10 1.44
N -1.16 -1.02 0.81
N -1.70 0.23 1.01
N 0.44 1.36 1.47
N -0.84 -0.04 -1.46
C 1.66 1.15 3.30
C -2.29 -0.37 -4.91
C -3.31 -1.24 1.38
C -0.83 1.44 -3.10
C -3.00 0.12 1.34
C -1.08 4.42 -1.41
C 0.79 1.99 2.61
C -1.07 0.11 -2.80
C 3.91 -1.21 -2.66
C 0.06 3.48 -1.86
C -2.17 -1.93 1.03
C -5.05 1.27 0.58
C 2.31 -2.56 2.45
C 3.23 -2.44 -2.75
C -1.14 3.23 3.63
C -2.02 -3.41 0.96
C 0.31 3.31 3.14
C 3.60 -3.39 -3.69
C -2.54 -1.90 -2.88
C -4.46 1.15 3.04
C 1.76 -0.04 2.60
C -0.78 -3.83 0.19
C 1.36 3.62 -1.05
C -1.60 -0.97 -3.68
C -2.01 -4.01 2.38
C 3.83 -0.98 3.69
C 2.39 -1.26 3.23
C -3.91 1.27 1.61
C 0.53 4.49 2.19
C 4.64 -3.11 -4.56
C -0.38 2.07 -1.94
C 4.94 -0.94 -3.54
C 5.30 -1.89 -4.49
B -0.84 1.45 0.63
H -3.35 2.20 1.52
H -1.97 -2.63 -2.30
H 0.28 3.76 -2.89
H 0.12 -3.71 0.78
H 0.32 5.41 2.73
H 4.72 -0.13 0.62
H -0.94 1.92 -4.06
H 0.94 3.48 4.01
H 1.56 4.54 1.84
H -1.13 -3.67 2.94
H 3.08 -4.34 -3.73
H -5.06 0.25 3.16
H 1.28 3.17 -0.07
H -3.19 -1.34 -2.21
H -0.76 -1.56 -4.03
H -4.66 1.33 -0.44
H -0.83 -4.89 -0.06
H -3.08 0.33 -4.62
H 3.01 -2.55 1.61
H -1.98 -5.09 2.32
H -2.90 -3.72 2.94
H 3.88 -0.14 4.38
H 2.10 1.36 4.26
H 1.59 4.68 -0.92
H -1.84 3.13 2.80
H 4.47 -0.77 2.84
H -1.39 2.48 0.74
H -5.68 2.14 0.76
H 4.93 -3.86 -5.29
H -1.37 4.15 4.16
H 1.29 -2.74 2.10
H -4.26 -1.67 1.64
H 5.46 0.01 -3.47
H -1.58 0.15 -5.55
H -1.29 2.40 4.32
H 2.59 -3.39 3.09
H -3.16 -2.46 -3.57
H 1.79 -1.40 4.14
H 4.21 -1.86 4.21
H -5.09 2.01 3.25
H -0.13 4.45 1.33
H -5.67 0.38 0.67
H -0.71 -3.30 -0.76
H 6.11 -1.68 -5.18
H -2.74 -1.17 -5.49
H -2.91 -3.79 0.45
H -3.65 1.14 3.78
H -0.72 5.45 -1.47
H 2.19 3.17 -1.58
H -1.94 4.32 -2.06
H -1.39 4.23 -0.38
```

Löwdin population analysis, charges in e, atoms 1 to 5: 2.087, 1.027, 0.695, -0.212, -0.335

---

Computed, not measured: a cluster of 8 separate species, C33H51BClF21O18PS in total in a non-equilibrium geometry, with ωB97M-V/def2-TZVPD.

The value obtained for the gap between HOMO and LUMO is 4.94 eV. The total charge is -1. The HOMO energy comes out at -3.31 eV. The calculation puts the LUMO energy at 0.0598 hartree. The energy is -162294.5414 eV.

The geometry in XYZ format:
```
127
C33H51BClF21O18PS, DFT ωB97M-V/def2-TZVPD
Cl 5.41 -5.59 1.61
S 3.91 -4.58 0.61
P 0.52 -1.60 -2.12
F 10.73 -7.78 -3.23
F -2.91 5.23 -7.35
F -4.07 -0.40 6.24
F -4.57 4.62 -6.13
F 7.09 -2.70 1.59
F -7.37 7.99 0.40
F -7.52 -2.17 0.90
F 11.07 -5.98 -4.35
F -4.73 -2.28 7.02
F 9.16 -2.37 2.04
F -1.47 2.53 -0.14
F 7.63 -1.35 3.16
F 0.16 1.50 0.80
F 9.15 -6.93 -4.42
F -5.64 7.16 1.36
F -3.83 -0.83 8.32
F -6.39 6.29 -0.45
F -3.15 3.16 -6.82
F -9.47 -1.76 1.70
F -1.09 2.78 1.97
F -9.25 -3.17 0.10
O 10.29 -4.83 -2.02
O -1.74 -0.43 1.11
O -9.81 -0.02 -0.36
O -1.41 5.24 -5.08
O 3.72 -5.21 -0.72
O 8.66 -6.36 -1.85
O -2.01 -2.73 7.82
O -2.98 3.98 -4.09
O -5.29 9.59 -0.12
O -1.78 -1.78 5.80
O 8.70 0.40 1.43
O 7.52 -0.67 -0.16
O 4.33 -3.16 0.49
O 3.05 -1.33 -4.38
O -4.62 8.02 -1.57
O 3.31 -3.75 -4.49
O -3.21 1.16 1.69
O -8.11 -1.03 -1.43
C -2.02 0.71 1.27
C 7.56 2.35 0.52
C -5.07 11.05 -2.06
C 1.37 -2.55 -0.65
C 9.73 -5.81 -2.41
C -1.09 1.88 0.97
C -3.77 -1.36 7.10
C -2.26 4.07 -2.84
C 2.33 -4.61 1.54
C -8.19 -0.05 -2.48
C -2.43 4.62 -5.11
C 8.16 -5.70 -0.67
C 1.11 -2.91 -3.41
C 1.06 -4.82 0.65
C 0.41 -3.50 0.12
C 8.01 -0.63 0.93
C 7.97 -1.77 1.94
C -4.18 0.15 1.96
C -2.39 -1.96 6.81
C 7.35 -4.47 -1.03
C 8.83 1.53 0.55
C 10.17 -6.63 -3.62
C -8.99 -0.88 -0.44
C -3.93 -0.52 3.29
C -0.74 -3.38 7.65
C -7.54 1.26 -2.06
C -5.27 8.36 -0.64
C -8.80 -2.00 0.58
C -6.18 7.44 0.17
C -2.49 5.41 -2.17
C 0.41 -2.42 7.90
C -3.27 4.41 -6.36
C -4.44 10.55 -0.77
B 2.51 -2.61 -4.11
H -2.01 5.44 -1.20
H -9.22 0.10 -2.79
H -5.15 0.65 1.98
H -7.53 1.97 -2.89
H -6.51 1.08 -1.74
H 1.20 -3.91 -2.93
H -3.56 5.59 -2.04
H 6.55 -4.72 -1.72
H 7.27 2.65 1.53
H 9.65 2.12 0.96
H 1.37 -2.94 7.84
H -8.06 1.71 -1.22
H 7.52 -6.43 -0.17
H 1.75 -0.81 -2.21
H 1.21 -5.57 -0.13
H -4.22 -0.58 1.14
H 9.13 1.20 -0.44
H 7.98 -3.72 -1.52
H -4.45 11.83 -2.51
H 8.98 -5.47 0.01
H 6.92 -4.03 -0.15
H -2.10 6.22 -2.78
H 0.01 -0.61 -1.15
H -6.06 11.45 -1.86
H -3.88 0.22 4.09
H -0.71 -4.18 8.38
H -4.71 -1.24 3.52
H 0.33 -2.99 -4.20
H -0.07 -0.82 -3.22
H 0.31 -5.27 1.34
H 2.37 -5.46 2.24
H 0.32 -1.96 8.88
H 2.27 -3.70 2.15
H 6.73 1.78 0.10
H -4.32 11.37 -0.07
H 7.70 3.24 -0.09
H 4.07 -3.76 -3.91
H -0.73 -2.34 -1.98
H 3.54 -1.07 -3.60
H 2.23 -3.08 -1.09
H 0.07 -2.95 1.02
H -2.65 3.27 -2.21
H -7.65 -0.47 -3.33
H -5.18 10.24 -2.78
H -0.68 -3.84 6.66
H -1.20 3.87 -2.99
H 1.74 -1.78 0.05
H -2.97 -1.05 3.29
H -0.48 -3.80 -0.47
H -3.45 10.12 -0.94
H 0.41 -1.61 7.17
```

Löwdin population analysis, charges in e, atoms 1 to 5: 0.375, 0.408, 0.333, 0.164, 0.169